one | Molecular formula: C3H8O2
Method: DFT, ωB97M-V with the def2-TZVPD basis set

SMILES: CCC=O.O
lowest unoccupied orbital energy: 0.998 eV
HOMO: -9.75 eV

```
! wB97M-V def2-TZVPD RIJCOSX def2/J DEFGRID3
* xyz 0 1
C -1.2761 -0.4069 0.7905
C -2.3165 0.7218 0.4897
C -1.6825 2.0237 0.8572
O -1.0216 2.6634 0.0728
H -0.3012 -0.1222 0.4073
H -1.5832 -1.2839 0.2052
H -1.2886 -0.6648 1.8480
H -2.5818 0.6816 -0.5453
H -3.2081 0.5416 1.0808
H -1.7833 2.4590 1.8653
O 4.8795 -3.5436 -1.9278
H 5.2475 -3.1136 -1.1499
H 5.3655 -4.3816 -1.9843
*
```

two | Molecular formula: C3H8O2
Method: DFT, ωB97M-V with the def2-TZVPD basis set

SMILES: CCC=O.O
lowest unoccupied orbital energy: 0.916 eV
HOMO: -10.05 eV

```
! wB97M-V def2-TZVPD RIJCOSX def2/J DEFGRID3
* xyz 0 1
C 0.8121 -1.0770 1.2671
C -0.0785 -0.0255 0.5626
C 0.7244 0.3813 -0.6351
O 0.5638 -0.0548 -1.7559
H 0.2551 -2.0023 1.4257
H 1.1900 -0.7129 2.2244
H 1.6820 -1.3377 0.6499
H -1.0347 -0.4461 0.2428
H -0.2806 0.8388 1.2053
H 1.5916 1.0365 -0.4063
O -1.7166 1.5002 -1.4767
H -1.1578 0.8687 -1.9537
H -2.5507 1.0308 -1.3500
*
```

three | Molecular formula: C3H8O2
Method: DFT, ωB97M-V with the def2-TZVPD basis set

SMILES: C[C@@H](O)CO
lowest unoccupied orbital energy: 0.666 eV
HOMO: -10.11 eV

```
! wB97M-V def2-TZVPD RIJCOSX def2/J DEFGRID3
* xyz 0 1
C -1.0682 1.1659 -0.0813
C -0.5080 -0.0907 0.4626
O -0.9743 -1.1750 -0.3649
C 0.9583 -0.2447 0.6511
O 1.4423 0.2739 -0.6175
H -0.5033 1.9712 0.5491
H -0.8956 1.2744 -1.1783
H -2.1946 1.1733 0.0727
H -0.8793 -0.3682 1.4187
H -0.3523 -1.3107 -1.0864
H 1.2213 0.2721 1.6232
H 1.1388 -1.3847 0.7409
H 2.4289 0.5979 -0.4756
*
```

Preferred: two; penalty for the next structure: 2.2 kcal/mol.

one | Molecular formula: C3H8O2
Method: DFT, ωB97M-V with the def2-TZVPD basis set

lowest unoccupied orbital energy: 0.870 eV
HOMO: -8.32 eV

```
! wB97M-V def2-TZVPD RIJCOSX def2/J DEFGRID3
* xyz 0 1
C -1.7977 -0.5125 -0.2292
O -2.6899 0.5228 0.1128
H -2.5129 1.2943 -0.4364
H -2.0398 -1.3756 0.3921
H -1.8899 -0.8318 -1.2768
H -0.5641 -0.2517 0.3630
C 1.1219 0.2602 0.0434
C 2.1654 -0.5638 0.1177
O 1.1443 1.5774 0.4044
H 2.0301 1.8372 0.7054
H -0.1980 -0.1097 -0.4891
H 3.1609 -0.2324 0.4085
H 2.0696 -1.6144 -0.1157
*
```

two | Molecular formula: C3H8O2
Method: DFT, ωB97M-V with the def2-TZVPD basis set

lowest unoccupied orbital energy: 0.091 eV
HOMO: -9.79 eV

```
! wB97M-V def2-TZVPD RIJCOSX def2/J DEFGRID3
* xyz 0 1
C -0.3850 -0.6575 1.1571
C 0.7546 -0.2517 0.1882
C 0.1741 0.9008 -0.7064
H -0.5181 0.2929 1.8402
H -1.3945 -0.7305 0.6185
H -0.1796 -1.4958 1.7680
H 1.4758 0.2513 0.8116
H 0.4317 -1.6963 -0.8798
H -0.1369 1.6782 0.0375
H 0.9587 1.1921 -1.3223
H -1.5428 1.4823 -1.5687
O 1.2544 -1.3244 -0.5098
O -0.8924 0.3585 -1.4340
*
```

Preferred: two; penalty for the next structure: 70.0 kcal/mol.

one | Molecular formula: H16O8
Method: DFT, ωB97M-V with the def2-TZVPD basis set

SMILES: O.O.O.O.O.O.O.O
lowest unoccupied orbital energy: -0.309 eV
HOMO: -10.40 eV

```
! wB97M-V def2-TZVPD RIJCOSX def2/J DEFGRID3
* xyz 0 1
O -0.4364 2.5755 -2.2968
H -1.1276 1.9595 -2.1696
H -0.0663 2.5721 -1.4479
O -3.3824 1.7989 2.5929
H -2.4357 1.6246 2.4190
H -3.5247 1.7031 3.5506
O 0.8870 -2.7069 -1.6841
H 1.2945 -2.4982 -0.8470
H 1.4164 -2.0998 -2.2058
O 1.7810 -1.3572 0.7592
H 1.6911 -2.0629 1.3969
H 2.6816 -1.3721 0.4051
O 0.4749 0.8839 0.0257
H 0.0698 1.1610 0.8501
H 0.8382 0.0903 0.4051
O -1.1118 0.4654 2.3452
H -0.7709 0.0384 3.1384
H -1.6248 -0.2897 2.0483
O -1.1551 -1.1347 -0.7274
H -0.5948 -0.4728 -0.3449
H -0.5835 -1.7670 -1.2375
O 1.8903 -0.0964 -2.3055
H 2.4649 0.5112 -2.7577
H 1.3243 0.4739 -1.9120
*
```

two | Molecular formula: H16O8
Method: DFT, ωB97M-V with the def2-TZVPD basis set

SMILES: O.O.O.O.O.O.O.O
lowest unoccupied orbital energy: 0.184 eV
HOMO: -10.85 eV

```
! wB97M-V def2-TZVPD RIJCOSX def2/J DEFGRID3
* xyz 0 1
O -0.1457 -0.3971 -0.3788
H -1.0447 -0.2648 -0.0272
H 0.3167 -0.6108 0.3968
O -5.1126 -0.9896 0.4759
H -5.3324 -1.7471 0.9920
H -4.2495 -0.7524 0.6163
O 2.1854 1.5798 2.0341
H 2.5172 2.4831 1.9379
H 1.3732 1.7520 2.4420
O -2.4998 1.4333 2.1468
H -2.1250 2.2668 2.3893
H -3.4358 1.5382 2.3884
O 1.9623 -2.2544 -0.4977
H 2.2373 -2.1882 0.3496
H 2.7132 -2.1515 -1.1043
O 1.5304 -0.4303 -3.7457
H 1.6374 0.4891 -3.6460
H 1.8854 -0.6499 -4.6262
O 4.3820 -0.6814 1.3448
H 4.7200 -0.7345 0.3707
H 3.9661 0.1704 1.5381
O -2.8420 0.8274 -1.5966
H -2.3937 1.1503 -2.4228
H -2.2455 0.1617 -1.3774
*
```

Preferred: one; penalty for the next structure: 27.8 kcal/mol.

one | Molecular formula: H16O8
Method: DFT, ωB97M-V with the def2-TZVPD basis set

SMILES: O.O.O.O.O.O.O.O
lowest unoccupied orbital energy: 0.218 eV
HOMO: -10.47 eV

```
! wB97M-V def2-TZVPD RIJCOSX def2/J DEFGRID3
* xyz 0 1
O -0.4460 1.0744 0.1258
H -0.1725 1.5594 -0.6556
H 0.2889 1.1049 0.8212
O 3.1648 -0.9410 2.8816
H 3.4294 -1.8219 2.6248
H 2.8432 -1.0915 3.7895
O 0.0205 0.4281 -2.0536
H -0.3950 -0.3674 -2.2436
H 0.0743 0.7200 -2.9908
O -0.3362 -2.2723 -0.4974
H 0.2912 -3.0260 -0.7129
H 0.1348 -1.8781 0.2401
O 3.1271 -2.2962 -1.7622
H 2.6773 -1.9287 -1.0446
H 4.0715 -2.2260 -1.5407
O 1.6039 4.4775 0.0997
H 1.4385 5.4373 0.2022
H 0.9180 4.0941 -0.5159
O -4.2853 -1.3730 0.8618
H -4.6571 -1.8741 1.5030
H -4.0583 -0.5564 1.3358
O -3.2592 0.6583 0.0815
H -3.9371 0.8238 -0.4951
H -2.5367 1.2748 -0.0545
*
```

two | Molecular formula: H16O8
Method: DFT, ωB97M-V with the def2-TZVPD basis set

SMILES: O.O.O.O.O.O.O.O
lowest unoccupied orbital energy: -0.124 eV
HOMO: -10.38 eV

```
! wB97M-V def2-TZVPD RIJCOSX def2/J DEFGRID3
* xyz 0 1
O -1.0920 -2.2565 -1.6876
H -1.4870 -2.4505 -0.8376
H -0.2980 -1.8325 -1.3506
O -2.8640 -2.2055 0.7134
H -2.6740 -2.9925 1.2174
H -2.5010 -1.4825 1.1794
O -0.9160 0.4855 -2.2826
H -0.1820 0.0685 -2.7156
H -1.4100 1.0415 -2.8836
O -0.8200 0.5545 0.5704
H -0.2020 1.2665 0.6564
H -0.8640 0.4775 -0.3916
O 1.3470 -1.1695 -0.7426
H 1.6820 -0.6135 -0.0356
H 1.3050 -0.4925 -1.4446
O 1.3120 2.0785 1.6514
H 1.6100 1.1825 1.8244
H 1.7080 2.5805 2.3544
O -0.1440 -1.4825 2.1774
H -0.1840 -2.2475 1.6504
H -0.2820 -0.7505 1.5644
O 2.2270 3.4135 -0.7726
H 3.0180 3.7755 -0.3776
H 1.7110 3.0515 -0.0366
*
```

Preferred: two; penalty for the next structure: 35.4 kcal/mol.